# 1
Entry from the OMol25 dataset: the molecule CN2O2 (the ωB97M-V functional and the def2-TZVPD basis).

Element x y z (Å)
N (0.1138, 0.4636, 1.9775)
C (0.0390, 0.1803, 0.8669)
N (-0.0507, -0.1390, -0.5862)
O (-0.4484, -1.2362, -0.9302)
O (0.3463, 0.7314, -1.3280)

## Properties
- Kohn-Sham gap: 10.9554 eV
- HOMO: -0.4644 Ha
- Charge: 0
- Energy above the lowest of the compared OMol25 structures with the same formula, charge and spin: 6.4407 eV
- Structure (SMILES): N#C[N+](=O)[O-]

# 2
Entry from the OMol25 dataset: a structure of composition C4H13NO3 (the ωB97M-V functional and the def2-TZVPD basis).

Element x y z (Å)
C (-1.5563, -0.1644, -0.0863)
C (-2.9927, 0.1309, -0.4878)
N (-0.5915, 0.9873, -0.4874)
O (-1.0284, -1.2279, -0.7766)
O (-1.4901, -0.2679, 1.2896)
H (-0.1653, -1.5120, -0.2731)
H (-0.5543, -0.4125, 1.5501)
H (-0.8117, 1.8300, 0.0295)
H (-0.6616, 1.1819, -1.4818)
H (-3.6103, -0.7127, -0.1872)
H (-3.3518, 1.0195, 0.0291)
H (-3.0635, 0.2609, -1.5653)
C (1.6630, -0.5911, 0.1223)
C (2.8472, 0.3294, -0.1516)
O (1.2731, -0.5303, 1.5199)
H (2.0428, -0.6329, 2.0985)
H (1.9929, -1.6212, -0.0807)
H (0.6286, 0.2153, -0.3681)
H (3.6824, 0.1678, 0.5382)
H (3.2077, 0.1754, -1.1689)
H (2.5397, 1.3745, -0.0623)

## Properties
- Kohn-Sham gap: 9.3439 eV
- HOMO: -0.3121 Ha
- Charge: 0
- Energy above the lowest of the compared OMol25 structures with the same formula, charge and spin: 2.7044 eV

# 3
Entry from the OMol25 dataset: a structure of composition C42H53CdN6O2S2Se (the ωB97M-V functional and the def2-TZVPD basis).

Element x y z (Å)
Cd (0.0583, 0.1383, -0.2908)
N (3.5965, 2.1277, 1.1208)
C (2.8169, 1.0795, 0.7024)
S (2.3855, 1.0544, -0.9663)
N (2.6332, 0.1142, 1.5529)
N (1.7422, -0.8496, 1.2672)
C (2.0876, -2.0328, 1.6253)
C (1.2963, -3.2488, 1.4528)
C (1.9363, -4.4818, 1.6389)
C (1.2308, -5.6544, 1.4525)
C (-0.1038, -5.5788, 1.0874)
C (-0.6598, -4.3183, 0.9304)
N (0.0091, -3.1883, 1.1070)
H (3.5630, 2.9320, 0.5193)
H (3.6293, 2.3012, 2.1127)
H (3.0829, -2.1776, 2.0473)
H (2.9824, -4.5002, 1.9180)
H (1.7110, -6.6152, 1.5894)
H (-0.7000, -6.4666, 0.9278)
H (-1.7014, -4.2032, 0.6446)
C (-6.8565, 3.8181, 1.7961)
C (-6.2404, 2.4395, 2.0459)
C (-6.3174, 2.1384, 3.5498)
C (-7.0907, 1.4089, 1.2828)
C (-4.7936, 2.3538, 1.5658)
C (-4.1297, 1.1332, 1.5812)
C (-2.8305, 1.0274, 1.1162)
Se (-1.9674, -0.7057, 1.0905)
C (-2.7294, -1.4412, -0.5399)
C (-4.0552, -1.8457, -0.4923)
C (-4.6590, -2.4221, -1.5941)
C (-3.8686, -2.5583, -2.7371)
C (-2.5318, -2.2072, -2.8264)
C (-1.8864, -1.6315, -1.6798)
O (-0.6285, -1.3316, -1.6567)
C (-1.8509, -2.4987, -4.1808)
C (-1.9403, -4.0051, -4.4774)
C (-2.5841, -1.7132, -5.2795)
C (-0.3708, -2.1104, -4.2622)
C (-6.0932, -2.9450, -1.6005)
C (-6.0900, -4.4272, -2.0108)
C (-6.7449, -2.8461, -0.2190)
C (-6.9341, -2.1348, -2.5976)
C (-2.0617, 2.1463, 0.6578)
O (-0.8124, 2.0287, 0.3788)
C (-2.7831, 3.3776, 0.5676)
C (-4.0845, 3.4370, 1.0525)
C (-2.2468, 4.6538, -0.1078)
C (-0.8382, 4.5187, -0.6961)
C (-2.2305, 5.8244, 0.8871)
C (-3.1859, 4.9963, -1.2810)
H (-7.9091, 3.8082, 2.0882)
H (-6.7999, 4.0840, 0.7390)
H (-6.3542, 4.5903, 2.3816)
H (-7.3583, 2.1564, 3.8858)
H (-5.7574, 2.8852, 4.1150)
H (-5.8972, 1.1569, 3.7715)
H (-8.1392, 1.4718, 1.5869)
H (-6.7448, 0.3927, 1.4730)
H (-7.0288, 1.5967, 0.2088)
H (-4.6071, 0.2392, 1.9680)
H (-4.5992, -1.7020, 0.4335)
H (-4.3338, -2.9777, -3.6218)
H (-2.9729, -4.3551, -4.5209)
H (-1.4257, -4.5694, -3.6973)
H (-1.4662, -4.2228, -5.4380)
H (-3.6181, -2.0422, -5.3996)
H (-2.0761, -1.8249, -6.2414)
H (-2.5898, -0.6560, -5.0266)
H (0.2185, -2.6368, -3.5152)
H (-0.2357, -1.0444, -4.1037)
H (0.0090, -2.3613, -5.2581)
H (-5.4345, -4.9944, -1.3479)
H (-5.7312, -4.5616, -3.0312)
H (-7.0987, -4.8448, -1.9471)
H (-6.1512, -3.3797, 0.5253)
H (-7.7405, -3.2939, -0.2489)
H (-6.8499, -1.8058, 0.0954)
H (-6.4980, -2.1728, -3.5966)
H (-6.9764, -1.0891, -2.2853)
H (-7.9568, -2.5188, -2.6530)
H (-4.5794, 4.3989, 1.0198)
H (-0.0946, 4.3462, 0.0788)
H (-0.5851, 5.4407, -1.2299)
H (-0.7884, 3.6909, -1.3999)
H (-1.5818, 5.5956, 1.7345)
H (-3.2271, 6.0455, 1.2736)
H (-1.8530, 6.7220, 0.3901)
H (-3.2505, 4.1454, -1.9598)
H (-2.8019, 5.8529, -1.8415)
H (-4.1933, 5.2377, -0.9383)
N (-4.3406, 1.3992, -1.8200)
C (-3.3551, 1.5621, -2.7162)
N (-2.0877, 1.4834, -2.5001)
C (-1.3635, 1.7821, -3.6374)
C (0.0232, 1.7825, -3.7409)
C (0.6134, 2.0678, -4.9599)
C (-0.1545, 2.3660, -6.0820)
C (-1.5380, 2.3979, -5.9962)
C (-2.1264, 2.1035, -4.7781)
S (-3.8226, 2.0383, -4.3800)
H (-4.0780, 1.0589, -0.9030)
H (-5.2702, 1.2203, -2.1507)
H (0.6188, 1.5501, -2.8701)
H (1.6934, 2.0531, -5.0332)
H (0.3262, 2.5772, -7.0288)
H (-2.1512, 2.6453, -6.8534)

## Properties
- Kohn-Sham gap: 6.8195 eV
- HOMO: -0.1654 Ha
- Charge: -1
- Energy above the lowest of the compared OMol25 structures with the same formula, charge and spin: 0.2907 eV

# 4
Entry from the OMol25 dataset: a structure of composition H2NaO (the ωB97M-V functional and the def2-TZVPD basis).

Element x y z (Å)
O (-1.3976, -1.3015, -1.5089)
H (-0.9558, -1.9215, -2.1323)
H (-2.1887, -0.9801, -1.9978)
Na (0.5137, 0.4798, 0.5621)

## Properties
- Kohn-Sham gap: 10.4174 eV
- HOMO: -0.5791 Ha
- Charge: +1
- Energy above the lowest of the compared OMol25 structures with the same formula, charge and spin: 0.4952 eV

# 5
Entry from the OMol25 dataset: a cluster of 3 separate species, C6H15O3 in total (the ωB97M-V functional and the def2-TZVPD basis).

Element x y z (Å)
C (1.6049, -0.2127, -1.0471)
O (1.0890, -0.0736, -2.3048)
C (1.4560, 1.0913, -0.2382)
C (1.1680, 0.8359, 1.2410)
C (-0.2565, 0.3791, 1.4108)
C (-0.5506, -0.8883, 1.7142)
C (-1.3096, 1.4145, 1.1886)
H (2.6615, -0.4994, -1.1758)
H (1.1254, -1.0910, -0.5573)
H (0.6712, 1.6905, -0.7857)
H (2.3464, 1.6764, -0.3227)
H (1.3340, 1.7703, 1.7956)
H (1.9030, 0.1270, 1.6567)
H (-1.5764, -1.2821, 1.8113)
H (0.2406, -1.6500, 1.8944)
H (-2.2930, 1.0823, 1.5518)
H (-1.3739, 1.6441, 0.1327)
H (-1.0823, 2.3205, 1.6941)
H (-0.7999, -2.9636, -0.7768)
H (-1.6066, -1.8487, -1.5822)
O (-1.6801, -2.7256, -0.9617)
H (-1.6821, 0.1071, -1.7203)
H (-0.0508, -0.3186, -2.3459)
O (-1.3380, -0.5856, -2.2727)

## Properties
- Kohn-Sham gap (alpha / beta): 9.8960 / 5.2124 eV
- HOMO (alpha / beta): -0.3437 / -0.3427 Ha
- Charge: 0
- Energy above the lowest of the compared OMol25 structures with the same formula, charge and spin: 0.9285 eV
- Multiplicity: 2

# 6
Entry from the OMol25 dataset: a structure of composition C54H44BrLaN13O2 (the ωB97M-V functional and the def2-TZVPD basis).

Element x y z (Å)
La (-0.0654, -0.3585, -0.2553)
C (1.1207, 3.5392, -3.0257)
C (0.7495, 2.2877, -2.5536)
N (0.0352, 2.1568, -1.4402)
C (-0.3258, 3.2695, -0.8024)
C (0.1127, 4.5104, -1.2487)
N (0.8289, 4.6507, -2.3595)
C (-1.2342, 3.1165, 0.3732)
C (-2.0116, 4.1805, 0.8018)
C (-2.9283, 4.0050, 1.8291)
C (-3.0049, 2.7354, 2.3896)
C (-2.1784, 1.7237, 1.9299)
N (-1.3103, 1.9039, 0.9283)
C (-2.2842, 0.3467, 2.4970)
C (-2.8358, 0.1074, 3.7465)
N (-3.0302, -1.1235, 4.2123)
C (-2.6535, -2.1246, 3.4283)
C (-2.0218, -1.9047, 2.2111)
N (-1.8404, -0.6695, 1.7486)
C (-3.8140, 5.1123, 2.2860)
C (-4.0647, 6.2197, 1.4856)
C (-4.8982, 7.2226, 1.9560)
N (-5.4851, 7.1941, 3.1512)
C (-5.2425, 6.1320, 3.9172)
C (-4.4253, 5.0800, 3.5331)
H (1.6789, 3.6435, -3.9478)
H (1.0354, 1.3661, -3.0518)
H (-0.0990, 5.4162, -0.6932)
H (-1.9107, 5.1390, 0.3158)
H (-3.7424, 2.5117, 3.1460)
H (-3.1152, 0.9235, 4.4014)
H (-2.8354, -3.1310, 3.7840)
H (-1.6502, -2.7122, 1.5945)
H (-3.6504, 6.3115, 0.4903)
H (-5.1053, 8.0898, 1.3393)
H (-5.7218, 6.1205, 4.8895)
H (-4.2602, 4.2674, 4.2283)
C (4.8023, -4.8059, -2.1444)
C (3.6966, -3.7922, -2.2852)
C (2.4348, -4.1424, -2.7664)
C (1.4223, -3.2150, -2.8843)
C (1.5949, -1.8624, -2.5491)
N (0.5672, -0.9151, -2.6374)
C (-0.2593, -1.0111, -3.7499)
C (0.1407, -1.6235, -4.9589)
C (-0.6761, -1.7401, -6.0628)
C (-1.9777, -1.2442, -6.0652)
C (-2.8932, -1.3919, -7.2544)
C (-2.3714, -0.5799, -4.9232)
C (-1.5363, -0.4266, -3.8128)
N (-2.0965, 0.4021, -2.7665)
C (-2.7513, 1.5504, -3.0246)
C (-3.5073, 1.8688, -1.9196)
C (-3.2385, 0.8363, -1.0128)
N (-2.3760, -0.0460, -1.5109)
C (2.8583, -1.5365, -2.0394)
C (3.8788, -2.4743, -1.9099)
N (3.1471, -0.2088, -1.5810)
C (4.2033, 0.5491, -1.9234)
C (4.1590, 1.6977, -1.1632)
C (3.0205, 1.5424, -0.3699)
N (2.4070, 0.3861, -0.6211)
H (4.4328, -5.8142, -2.3338)
H (5.6118, -4.6122, -2.8507)
H (5.2341, -4.7814, -1.1413)
H (2.2306, -5.1773, -3.0242)
H (0.4445, -3.5367, -3.2196)
H (1.1480, -2.0119, -5.0231)
H (-0.2903, -2.2335, -6.9493)
H (-2.6031, -2.2455, -7.8667)
H (-3.9276, -1.5402, -6.9412)
H (-2.8661, -0.5060, -7.8925)
H (-3.3714, -0.1628, -4.8677)
H (-2.6457, 2.0392, -3.9796)
H (-4.1614, 2.7151, -1.7898)
H (-3.6617, 0.6809, -0.0329)
H (4.8223, -2.1578, -1.4755)
H (4.8973, 0.2172, -2.6785)
H (4.8495, 2.5236, -1.1783)
H (2.6230, 2.2193, 0.3695)
O (2.9050, -5.0905, 0.8185)
C (1.7691, -5.6051, 0.2381)
C (1.6613, -6.9436, -0.1056)
C (0.4874, -7.4121, -0.6821)
C (-0.5721, -6.5465, -0.9090)
C (-0.4438, -5.2056, -0.5668)
C (0.7220, -4.7199, 0.0034)
C (0.8867, -3.2405, 0.2827)
O (-0.1535, -2.4537, -0.1612)
N (1.0434, -3.0468, 1.7366)
N (1.2624, -1.7495, 2.0647)
C (1.9162, -1.4776, 3.1200)
C (2.1205, -0.1086, 3.5923)
Br (1.1322, 1.1979, 2.6276)
C (2.9361, 0.2011, 4.5916)
C (3.2733, 1.4995, 5.2013)
C (2.3388, 2.5115, 5.4204)
C (2.7230, 3.7057, 6.0114)
C (4.0440, 3.9083, 6.3887)
C (4.9776, 2.8995, 6.1922)
C (4.5901, 1.7014, 5.6148)
H (3.5684, -5.7866, 0.8881)
H (2.4928, -7.6184, 0.0743)
H (0.4061, -8.4579, -0.9507)
H (-1.4867, -6.9110, -1.3582)
H (-1.2376, -4.4976, -0.7697)
H (1.8429, -2.9433, -0.1660)
H (1.6402, -3.7301, 2.1902)
H (2.3540, -2.2692, 3.7300)
H (3.4714, -0.6541, 5.0017)
H (1.3004, 2.3546, 5.1579)
H (1.9849, 4.4787, 6.1867)
H (4.3421, 4.8428, 6.8466)
H (6.0059, 3.0421, 6.4984)
H (5.3186, 0.9107, 5.4734)

## Properties
- Kohn-Sham gap: 5.5506 eV
- HOMO: -0.3265 Ha
- Charge: +1
- Energy above the lowest of the compared OMol25 structures with the same formula, charge and spin: 0.3574 eV

# 7
Entry from the OMol25 dataset: a structure of composition C71H52Cl4N11STi (the ωB97M-V functional and the def2-TZVPD basis).

Element x y z (Å)
Ti (0.7995, -0.8303, -0.2485)
Cl (-2.0115, 3.8656, 6.8943)
C (-1.2155, 2.9802, 5.6206)
C (-1.5169, 1.6446, 5.4244)
C (-0.9078, 0.9590, 4.3868)
C (-0.0064, 1.5896, 3.5315)
C (0.3139, 2.9269, 3.7867)
C (-0.2901, 3.6270, 4.8168)
C (0.6345, 0.8591, 2.4273)
C (0.8399, 1.4784, 1.1918)
C (-0.0576, 2.5292, 0.6155)
C (-1.2019, 1.7112, 0.0285)
C (-1.0321, 0.4472, -0.3567)
C (-2.1476, -0.2515, -1.1706)
C (-3.5596, 0.3367, -0.9951)
C (-4.6350, -0.2779, -0.3614)
C (-5.8999, 0.2987, -0.3228)
C (-6.1037, 1.5331, -0.8986)
Cl (-7.6864, 2.2608, -0.8658)
C (-5.0499, 2.2084, -1.4912)
C (-3.8063, 1.6095, -1.5341)
C (-0.9843, -2.2644, -1.9814)
N (0.3259, -1.9521, -1.8697)
C (0.9235, -2.2379, -3.0769)
C (2.3148, -2.0245, -3.2744)
C (2.9165, -2.2447, -4.6047)
C (3.7167, -1.2664, -5.1936)
C (4.3087, -1.4653, -6.4312)
C (4.1003, -2.6613, -7.0945)
Cl (4.8296, -2.9183, -8.6569)
C (3.3225, -3.6591, -6.5312)
C (2.7377, -3.4454, -5.2942)
C (3.1491, -1.8368, -2.1784)
C (4.5502, -2.1716, -2.1730)
C (4.8750, -2.4739, -0.8925)
C (3.7019, -2.2527, -0.0894)
N (2.6862, -1.7735, -0.8752)
C (3.6007, -2.5601, 1.2725)
C (2.5848, -2.0337, 2.0681)
C (2.4883, -2.0379, 3.4945)
C (1.6280, -1.0349, 3.8498)
C (1.1923, -0.4190, 2.6374)
N (1.6851, -1.1150, 1.5701)
C (4.6735, -3.3797, 1.8879)
C (5.4619, -2.8916, 2.9289)
C (6.4826, -3.6530, 3.4762)
C (6.7192, -4.9220, 2.9774)
Cl (8.0056, -5.8839, 3.6549)
C (5.9527, -5.4375, 1.9467)
C (4.9380, -4.6623, 1.4087)
C (-0.0506, -2.7492, -3.9419)
C (-1.2580, -2.7966, -3.2289)
N (1.6002, 1.0212, 0.1926)
H (-2.2466, 1.1534, 6.0527)
H (-1.1573, -0.0808, 4.2224)
H (1.0632, 3.4156, 3.1741)
H (-0.0416, 4.6624, 5.0046)
H (-0.3961, 3.2863, 1.3092)
H (-2.1384, 2.2524, -0.0865)
H (-4.5299, -1.2452, 0.1009)
H (-6.7137, -0.2152, 0.1694)
H (-5.2031, 3.1867, -1.9254)
H (-3.0109, 2.1422, -2.0384)
H (3.8729, -0.3298, -4.6732)
H (4.9230, -0.6987, -6.8825)
H (3.1856, -4.5974, -7.0505)
H (2.1512, -4.2301, -4.8370)
H (5.1763, -2.2502, -3.0459)
H (5.8254, -2.8150, -0.5167)
H (3.0508, -2.6789, 4.1525)
H (1.3611, -0.7139, 4.8422)
H (5.2809, -1.8910, 3.2984)
H (7.0994, -3.2614, 4.2731)
H (6.1490, -6.4328, 1.5735)
H (4.3348, -5.0541, 0.6000)
H (0.1023, -3.0429, -4.9672)
H (-2.2165, -3.1481, -3.5718)
S (-3.1916, -3.0917, -0.7283)
C (-1.9338, -4.1875, -0.1608)
C (-0.8300, -3.5908, 0.2824)
C (-0.9461, -2.0683, 0.3806)
C (-1.8622, -1.7906, -0.8448)
C (-1.7888, -0.0036, -2.6729)
C (-2.7350, -0.1770, -3.6896)
C (-2.3907, 0.1215, -4.9893)
C (-1.1087, 0.5887, -5.2587)
C (-0.2356, 0.7151, -4.1956)
N (-0.5676, 0.4289, -2.9389)
H (-2.1026, -5.2512, -0.2415)
H (0.0400, -4.1425, 0.6113)
H (-3.7253, -0.5417, -3.4538)
H (-3.1085, -0.0117, -5.7888)
H (-0.7928, 0.8298, -6.2644)
H (0.7784, 1.0712, -4.3434)
C (-0.3867, 5.5329, -0.2172)
C (-0.2133, 5.0319, -1.6455)
N (0.2102, 3.6350, -1.7077)
C (0.8364, 3.1188, -0.5002)
N (1.5618, 1.9209, -0.8931)
C (2.8543, 2.1197, -1.5193)
C (3.7035, 3.1169, -0.7400)
C (2.9131, 4.4106, -0.6023)
N (1.6784, 4.1355, 0.1202)
C (0.9240, 5.3202, 0.5538)
H (-1.2173, 5.0057, 0.2582)
H (-0.6432, 6.5946, -0.2234)
H (0.5364, 5.6582, -2.1467)
H (-1.1426, 5.1457, -2.2067)
H (-0.5361, 3.0026, -1.9740)
H (2.6653, 2.5086, -2.5243)
H (3.3373, 1.1446, -1.6051)
H (4.6571, 3.2960, -1.2425)
H (3.9039, 2.7198, 0.2588)
H (2.7289, 4.8371, -1.6042)
H (3.4792, 5.1462, -0.0251)
H (1.5716, 6.1886, 0.4104)
H (0.7165, 5.2525, 1.6280)
C (-1.6445, -2.9276, 3.8915)
C (-0.9685, -2.6524, 2.7301)
N (-1.5706, -1.8957, 1.7374)
C (-2.7315, -1.2810, 1.9792)
C (-3.5029, -1.5573, 3.1249)
C (-2.9207, -2.4518, 4.0858)
C (-4.8728, -1.1932, 3.3116)
C (-5.6876, -0.1309, 3.0060)
C (-5.3964, 1.2346, 2.7133)
C (-6.4536, 2.1348, 2.4520)
C (-6.1507, 3.4556, 2.2696)
N (-4.9046, 3.9384, 2.3938)
C (-3.9913, 3.0171, 2.6809)
N (-4.1400, 1.7105, 2.8013)
H (-1.1532, -3.5419, 4.6343)
H (0.0169, -3.0295, 2.5232)
H (-3.1138, -0.6358, 1.2069)
H (-3.4820, -2.7071, 4.9741)
H (-5.3964, -1.9779, 3.8565)
H (-6.7446, -0.3083, 3.1785)
H (-7.4744, 1.7801, 2.3932)
H (-6.9215, 4.1768, 2.0185)
H (-2.9930, 3.3857, 2.8471)

## Properties
- Kohn-Sham gap (alpha / beta): 4.4432 / 5.3223 eV
- HOMO (alpha / beta): -0.0999 / -0.1555 Ha
- Charge: -1
- Multiplicity: 3

For the records above, the corresponding maximum force values read 1.45, 3.21, 1.27, 0.99, 3.42, 3.00, 0.89 eV/Å.